No. 1
Formula: C9H17N2OPb
Source: OMol25
Level of theory: the ωB97M-V functional and the def2-TZVPD basis

Positions of all 30 atoms, in Å:
Pb1 -19.670 -1.784 14.269
C1 -22.213 -1.247 11.581
O1 -21.299 -0.907 12.565
H1 -22.332 -0.457 10.833
H2 -21.921 -2.114 10.979
H3 -23.212 -1.479 11.959
C2 -20.537 3.045 10.297
C3 -19.127 2.414 10.033
C4 -18.994 1.061 10.759
C5 -18.789 1.152 12.245
N1 -18.694 1.236 13.392
H4 -20.770 3.957 9.749
H5 -20.445 3.416 11.320
H6 -21.294 2.284 10.119
H7 -18.308 3.059 10.349
H8 -18.998 2.199 8.971
H9 -18.009 0.683 10.473
H10 -19.732 0.342 10.412
C6 -22.302 -1.441 7.539
C7 -21.241 -0.452 6.978
C8 -19.919 -1.237 6.704
C9 -19.146 -1.500 7.931
N2 -18.600 -1.669 8.928
H11 -22.904 -1.603 6.645
H12 -22.887 -1.015 8.352
H13 -21.885 -2.372 7.919
H14 -20.938 0.211 7.794
H15 -21.468 0.221 6.154
H16 -19.297 -0.699 5.989
H17 -20.113 -2.218 6.267

As for the frontier orbital gap: 6.5788 eV. As for the total charge: +1. As for the strongest force on any atom: 0.0826 Eh/bohr. The HOMO energy comes out at -12.94 eV. The calculation puts the energy above the lowest of the compared OMol25 structures with the same formula, charge and spin at 0.0 kJ/mol.

***

No. 2
Formula: C6H12Cl12
Source: OMol25
Level of theory: the ωB97M-V functional and the def2-TZVPD basis

Positions of all 30 atoms, in Å:
C1 -0.392 -4.205 -2.322
Cl1 -1.765 -4.347 -3.448
Cl2 0.833 -5.414 -2.663
H1 0.074 -3.257 -2.450
H2 -0.765 -4.322 -1.313
C2 -3.123 -0.416 -2.247
Cl3 -4.176 -1.788 -2.676
Cl4 -3.439 0.086 -0.572
H3 -2.105 -0.731 -2.334
H4 -3.412 0.386 -2.902
C3 -0.717 3.323 -3.015
Cl5 -2.256 3.388 -2.149
Cl6 -1.011 3.695 -4.722
H5 -0.112 4.081 -2.573
H6 -0.299 2.331 -2.977
C4 1.690 -0.449 5.270
Cl7 0.307 -0.942 4.310
Cl8 1.312 0.768 6.552
H7 2.042 -1.332 5.795
H8 2.421 -0.003 4.656
C5 3.065 2.021 1.679
Cl9 3.384 0.288 1.715
Cl10 2.100 2.540 3.112
H9 3.966 2.604 1.688
H10 2.434 2.245 0.842
C6 -0.054 -0.143 0.670
Cl11 -0.013 1.379 -0.202
Cl12 0.414 -1.572 -0.245
H11 0.653 0.020 1.444
H12 -1.056 -0.237 1.078

As for the frontier orbital gap: 11.0448 eV. The structure (SMILES) is ClCCl.ClCCl.ClCCl.ClCCl.ClCCl.ClCCl. As for the total charge: 0. As for the strongest force on any atom: 0.0308 Eh/bohr. The HOMO energy comes out at -10.78 eV. The calculation puts the energy above the lowest of the compared OMol25 structures with the same formula, charge and spin at 22.0 kJ/mol.

***

No. 3
Formula: C15H16FN3O2S
Source: OMol25
Level of theory: the ωB97M-V functional and the def2-TZVPD basis

Positions of all 38 atoms, in Å:
O1 -3.311 -3.308 0.376
C1 -2.597 -2.361 0.177
N1 -1.229 -2.524 0.097
C2 -0.296 -1.605 -0.292
N2 -0.489 -0.634 -1.115
N3 0.582 0.118 -1.319
C3 1.628 -0.245 -0.677
C4 2.939 0.439 -0.745
H1 2.830 1.232 -1.488
C5 4.075 -0.531 -1.136
H2 3.693 -1.446 -1.587
H3 4.731 -0.046 -1.859
C6 4.837 -0.791 0.161
C7 4.786 0.563 0.859
C8 3.345 1.021 0.631
H4 2.701 0.612 1.410
H5 3.245 2.104 0.647
H6 5.481 1.252 0.377
H7 5.035 0.504 1.917
H8 4.315 -1.539 0.762
H9 5.853 -1.139 -0.018
S1 1.354 -1.670 0.328
H10 -0.892 -3.440 0.367
C9 -3.078 -0.924 0.048
O2 -2.367 -0.153 1.003
C10 -1.843 1.057 0.660
C11 -2.320 1.923 -0.321
C12 -1.696 3.126 -0.590
C13 -0.585 3.506 0.139
C14 -0.116 2.680 1.147
C15 -0.736 1.474 1.401
H11 -0.380 0.816 2.179
H12 0.741 2.971 1.734
H13 -0.096 4.443 -0.073
H14 -2.101 3.752 -1.369
F1 -3.431 1.618 -1.037
H15 -2.888 -0.592 -0.976
H16 -4.152 -0.891 0.259

As for the frontier orbital gap: 9.0324 eV. The structure (SMILES) is O=C(COc1ccccc1F)Nc1nnc(C2CCCC2)s1. As for the total charge: 0. As for the strongest force on any atom: 0.0340 Eh/bohr. The HOMO energy comes out at -8.68 eV. The calculation puts the energy above the lowest of the compared OMol25 structures with the same formula, charge and spin at 43.9 kJ/mol.

***

No. 4
Formula: C12H17N
Source: OMol25
Level of theory: the ωB97M-V functional and the def2-TZVPD basis

Positions of all 30 atoms, in Å:
C1 1.809 -2.894 -0.155
C2 1.423 -0.579 1.200
C3 0.990 -1.719 0.361
C4 0.274 0.134 1.654
C5 -0.415 -1.519 0.328
C6 2.699 1.145 2.390
C7 1.465 1.439 3.124
C8 2.602 0.167 1.366
C9 0.250 0.972 2.717
N1 -0.923 -0.584 1.160
H1 3.597 1.827 2.656
H2 1.630 2.041 3.930
H3 3.640 -0.207 0.860
H4 -0.743 1.221 3.217
H5 2.648 -2.367 -0.657
H6 1.340 -3.693 -0.760
H7 -1.296 -2.285 -0.099
H8 -1.842 -0.124 1.186
H9 2.217 -3.587 0.611
C10 -1.625 0.469 -2.341
C11 -2.778 1.021 -3.322
C12 -1.281 1.356 -1.173
H10 -1.942 -0.582 -2.062
H11 -0.745 0.355 -3.074
H12 -3.145 1.939 -3.034
H13 -3.839 0.474 -2.985
H14 -0.525 0.709 -0.607
H15 -0.702 2.264 -1.506
H16 -2.623 0.987 -4.412
H17 -2.161 1.620 -0.570

As for the frontier orbital gap: 8.5709 eV. The structure (SMILES) is Cc1c[nH]c2ccccc12.CCC. As for the total charge: 0. As for the strongest force on any atom: 0.0992 Eh/bohr. The HOMO energy comes out at -7.68 eV. The calculation puts the energy above the lowest of the compared OMol25 structures with the same formula, charge and spin at 354.6 kJ/mol.

***

Which value of total charge does entry 3 give?
0